60
Properties=species:S:1:pos:R:3 method="wB97M-V/def2-TZVPD" energy_ha=-1269.3864 fmax_ev_per_a=3.5 e_above_lowest_kj_mol=138.40 mol_weight_da=346.4 charge=0 smiles=OCCO.OCCO.OCCO.CO.CO.CO.CO.CO gap_ev=10.43
O 1.7170 2.1099 -1.7441
C 1.2331 1.4416 2.2367
C 2.2528 4.8488 0.8683
C -0.2611 1.6158 1.9913
O 1.8273 -3.6467 -2.4320
H 2.2623 0.7179 -3.1430
C 1.9957 -1.4059 -1.4167
H -2.7613 -0.3577 2.0802
H -2.6072 -1.9453 4.2282
H 2.1670 1.9550 -0.8999
H 1.6913 2.4197 2.4605
O 0.9173 4.8782 1.3300
H 1.7272 -4.5116 -2.0008
H 3.9312 0.3890 -5.2904
H -0.9752 -2.5611 1.1169
H -0.1574 1.1640 -1.1828
H -1.7265 -4.1652 1.5181
O -3.5528 -0.9281 1.9298
H -2.2830 -1.9892 -0.8700
C 0.2929 2.1243 -1.5041
H 2.8255 -0.7894 -1.1002
O 1.8511 1.0585 1.0557
C -2.0504 -1.4514 -2.8629
O -0.9761 0.3303 1.8026
H 1.7343 -1.1372 -2.4648
O -2.4164 0.0858 4.3978
H 3.6321 -2.6661 -2.0037
O -2.8687 -2.8755 0.3752
C -1.5767 -3.3749 0.8258
C -4.1933 -0.9007 3.1545
H 2.6589 -3.2717 -0.5506
O 0.8780 -1.2145 -0.4651
H 1.4997 0.8267 3.0766
C 2.5679 -2.8120 -1.5715
H -0.6909 2.0134 2.8624
H -0.9681 0.0976 0.8476
H 1.3642 0.2640 0.7689
C 3.1370 0.8948 -4.7481
H -2.8171 -2.2356 -3.0496
H 2.3429 5.4763 -0.1009
H -0.1449 2.3692 -2.4533
O -1.8290 -1.3246 -1.4233
H -4.8257 -1.7892 3.1469
H -1.9100 0.1455 3.5658
H 2.8921 5.2655 1.6106
H -1.1019 -3.8620 -0.0467
C -3.2722 -1.0838 4.3600
H -2.4295 -0.5121 -3.2463
O 2.8220 0.1186 -3.6325
H 0.0436 2.8795 -0.8212
H -0.4134 2.3173 1.0995
H 2.5033 3.8124 0.5767
H -3.8129 -1.1965 5.3308
H 3.5344 1.8750 -4.4581
H -4.8278 -0.0493 3.4203
H 0.1493 -1.7170 -0.9048
H 2.3434 0.9187 -5.4702
H -3.1094 -2.1901 1.0051
H -1.1295 -1.7292 -3.4437
H 0.8939 5.2805 2.2585